{
  "formula": "C6H12S2",
  "method": "ωB97M-V/def2-TZVPD",
  "symbols": ["S", "S", "H", "H", "H", "H", "C", "C", "H", "H", "C", "H", "H", "H", "C", "C", "H", "C", "H", "H"],
  "coordinates": [[2.438, -1.475, 0.157], [1.721, 1.180, -1.258], [-1.147, -1.700, -1.532], [1.674, 1.840, 1.535], [-2.943, -1.451, -1.700], [-1.190, 0.874, -0.802], [-1.924, -0.952, -1.698], [1.585, 0.050, 0.071], [3.026, 1.135, -1.498], [-0.496, 0.506, 2.661], [-0.849, -0.358, 0.662], [1.751, 0.144, 2.212], [-2.763, 0.291, -0.155], [3.155, -1.619, -0.904], [1.257, 0.761, 1.465], [-1.791, 0.041, -0.477], [-1.746, -0.474, -2.636], [-0.265, 0.816, 1.602], [-0.932, -1.437, 0.869], [-0.561, 1.829, 1.424]],
  "nbo_charge": [0.065, 0.017, 0.209, 0.215, 0.203, 0.205, -0.607, -0.364, 0.114, 0.218, -0.056, 0.214, 0.211, 0.121, -0.444, -0.481, 0.215, -0.467, 0.189, 0.221],
  "e_above_lowest_kcal_mol": 104.62,
  "multiplicity": 1,
  "e_homo_ev": [-7.36, -7.59],
  "total_charge": 0,
  "energy_ha": -1032.022554
}